No. 1
Formula: C10H59Cl2O22P
Source: the OMol25 dataset
Level of theory: ωB97M-V/def2-TZVPD

Structure (XYZ):
```
94
Properties=species:S:1:pos:R:3:forces:R:3
C 3.433 -4.880 1.531 -0.1 0.1 -0.4
C 2.647 -3.965 1.491 -0.7 0.2 -0.9
P 1.722 -2.541 0.882 0.3 0.3 0.6
C 0.363 -2.409 2.161 0.5 -0.2 0.3
C 0.675 -1.395 3.278 -1.0 0.5 -0.4
C 0.613 0.066 2.791 0.8 0.0 0.6
C 1.839 0.530 1.988 -0.9 0.1 -0.5
C 2.014 2.046 1.949 0.7 -0.1 -0.2
C 0.777 -3.009 -0.647 0.0 -1.0 0.2
Cl -0.817 -2.242 -0.828 0.6 0.0 0.0
C 1.136 -3.807 -1.657 -0.6 0.0 -0.1
C 0.309 -4.139 -2.881 0.6 -0.2 0.6
Cl 2.710 -4.560 -1.633 0.0 0.4 -0.2
H 4.152 -5.670 1.412 -0.1 0.1 0.6
H 0.230 -3.405 2.589 -0.1 0.0 0.0
H -0.578 -2.098 1.707 0.1 0.0 -0.1
H 1.591 -1.610 3.833 0.1 0.0 -0.2
H -0.136 -1.499 4.004 0.3 -0.2 -0.1
H 0.536 0.699 3.682 0.0 0.0 0.0
H -0.308 0.242 2.228 0.0 0.0 0.0
H 1.686 0.217 0.950 0.2 -0.1 0.0
H 2.733 -0.006 2.315 0.1 0.2 0.1
H 2.388 2.465 2.887 -0.2 -0.1 0.1
H 2.778 2.270 1.197 0.0 0.1 0.1
H 1.108 2.565 1.643 -0.2 -0.1 0.1
H -0.728 -4.334 -2.617 -0.1 0.3 0.0
H 0.401 -3.329 -3.602 -0.2 -0.1 -0.2
H 0.701 -5.051 -3.316 0.0 0.1 -0.2
O -1.253 2.782 0.887 -0.2 1.1 2.4
H -1.399 2.215 0.035 0.3 1.3 3.3
H -1.536 3.666 0.638 0.1 0.0 0.1
O -1.821 -5.147 1.544 0.0 0.0 -0.1
H -2.551 -4.790 2.058 0.0 0.0 0.0
H -1.352 -4.369 1.226 0.0 0.0 0.0
O -1.355 1.879 -1.053 -0.1 -2.2 -6.1
H -1.046 1.073 -1.477 0.1 -0.3 0.1
H -2.010 2.233 -1.668 -0.3 0.0 -0.1
O -0.380 5.811 0.863 -0.2 0.4 0.2
H -0.438 5.361 1.715 0.1 -0.2 -0.1
H -0.030 6.684 1.077 0.2 0.0 -0.1
O -2.544 8.207 1.790 -0.1 0.0 -0.2
H -2.049 7.431 1.505 -0.1 -0.2 0.0
H -3.163 8.366 1.064 0.1 0.2 -0.2
O -0.952 5.967 -2.168 -0.2 0.0 0.0
H -1.210 5.101 -2.503 -0.1 0.1 -0.1
H -0.982 5.870 -1.208 0.2 0.0 0.2
O 5.388 -6.962 2.565 0.2 0.1 0.2
H 5.838 -6.673 3.369 -0.1 0.1 0.0
H 4.704 -7.567 2.879 0.0 -0.1 -0.1
O 1.195 -5.079 -5.733 0.1 0.0 -0.1
H 1.194 -6.040 -5.777 0.0 0.0 0.0
H 2.125 -4.847 -5.840 0.0 -0.1 -0.1
O 4.641 -9.465 2.049 0.2 -0.2 0.1
H 4.568 -10.424 2.039 -0.2 0.0 -0.1
H 5.588 -9.287 2.014 0.0 0.1 -0.1
O -3.967 -0.812 -0.232 0.0 0.0 -0.1
H -3.825 -0.744 0.717 0.0 0.1 0.0
H -3.321 -1.463 -0.526 -0.1 0.0 0.0
O -4.208 9.458 -0.830 -0.2 -0.1 0.2
H -4.615 10.284 -0.553 -0.1 0.0 0.1
H -4.146 9.535 -1.790 0.3 -0.1 0.1
O -5.837 8.682 1.621 0.0 -0.1 0.1
H -5.018 8.595 2.122 0.0 0.0 0.1
H -5.645 8.254 0.779 0.0 0.2 -0.1
O -1.201 9.256 -1.465 0.3 -0.1 0.1
H -1.451 8.386 -1.796 -0.1 0.0 -0.1
H -1.243 9.166 -0.508 -0.1 0.2 0.0
O -0.660 -2.753 5.704 -0.1 -0.1 0.3
H -0.022 -3.190 6.277 0.0 0.0 -0.1
H -1.210 -2.246 6.310 0.0 0.0 0.0
O 3.621 -7.765 -1.096 0.1 0.2 -0.1
H 3.361 -8.193 -1.919 0.0 0.0 0.0
H 3.517 -6.820 -1.265 -0.1 -0.2 0.1
O -3.388 8.301 -3.425 -0.1 -0.1 -0.2
H -2.679 8.305 -4.077 0.1 0.1 0.0
H -3.514 7.367 -3.221 0.0 0.0 0.0
O 5.686 -6.671 5.770 0.0 0.0 0.0
H 6.141 -6.382 6.566 0.1 0.0 0.0
H 5.003 -7.270 6.087 0.0 0.0 0.0
O -3.588 1.778 -3.178 0.1 -0.1 0.2
H -4.108 1.316 -2.509 0.0 0.0 0.0
H -3.689 1.241 -3.970 0.0 0.0 0.0
O -1.931 4.689 -5.022 0.1 0.0 0.2
H -1.811 3.735 -5.005 -0.1 0.0 0.0
H -1.038 5.041 -5.106 0.0 0.1 0.0
O -5.457 10.573 -3.532 0.0 -0.1 -0.1
H -4.959 9.795 -3.812 0.1 -0.1 0.0
H -6.077 10.736 -4.248 0.0 0.1 0.0
O 2.038 -9.535 0.524 -0.1 0.2 -0.1
H 1.262 -9.129 0.918 0.0 0.0 0.0
H 2.570 -8.783 0.212 0.1 -0.2 0.0
O 4.163 -5.159 -4.867 -0.1 0.0 0.0
H 4.833 -5.657 -4.390 0.0 0.0 -0.1
H 3.687 -4.676 -4.184 0.0 0.0 0.2
```
Positions in Å, forces in eV/Å.

The total energy comes out at -3333.2668 a.u. For the orbital gap, the calculation gives 0.2982 hartree. As for the HOMO energy: -8.5 eV.

Löwdin population analysis, charges in e, atoms 1 to 8: number 1, C, carries 0.03; number 2, C, carries -0.34; number 3, P, carries 0.97; number 4, C, carries -0.38; number 5, C, carries -0.27; number 6, C, carries -0.22; number 7, C, carries -0.30; number 8, C, carries -0.11

No. 2
Formula: C10H5ClNO5Os
Source: the OMol25 dataset
Level of theory: ωB97M-V/def2-TZVPD

Structure (XYZ):
```
23
Properties=species:S:1:pos:R:3:forces:R:3
O -2.990 -3.160 -3.156 1.4 1.8 1.0
C -2.357 -2.365 -2.645 -1.4 -1.8 -1.0
Os -0.241 1.344 -0.014 1.9 4.1 2.0
C -0.161 1.999 1.814 0.2 3.0 7.0
O -0.029 2.271 2.932 -0.5 -1.2 -4.7
C 0.966 4.736 0.147 0.1 2.0 -0.4
O 1.095 5.847 -0.036 -0.2 -2.3 0.4
C -1.918 2.083 -0.453 -7.4 3.1 -2.4
O -3.012 2.437 -0.673 5.3 -1.7 1.2
C 0.543 1.720 -1.721 3.3 1.3 -6.8
O 1.003 1.852 -2.780 -2.0 -0.5 4.5
H -0.774 0.000 -0.463 -2.5 -4.8 -1.1
Cl -1.906 -3.044 0.508 1.6 0.8 -0.2
C -0.426 -2.182 0.475 -2.2 -0.2 0.0
C 0.777 -2.833 0.613 -0.8 -1.4 0.0
C 1.986 -2.107 0.494 1.7 1.1 -0.1
C 1.921 -0.721 0.524 0.4 -0.1 0.9
N 0.814 -0.109 1.011 0.3 -1.1 -2.0
C -0.488 -0.676 0.645 0.7 -2.1 1.6
H 0.806 -3.909 0.777 -0.1 0.0 -0.1
H 2.958 -2.601 0.402 -0.3 0.0 -0.3
H 2.774 -0.087 0.258 -0.1 -0.2 0.5
H -1.339 -0.496 1.341 0.6 0.2 0.0
```
Positions in Å, forces in eV/Å.

The total energy comes out at -1364.3664 a.u. The charge is +3. For the orbital gap (alpha / beta), the calculation gives 0.2902 / 0.1779 hartree. The spin multiplicity is 5. As for the expectation value of S²: 6.03. The relative energy (zero: lowest compared OMol25 entry of this formula, charge and spin) comes out at 62.7 kcal/mol. As for the HOMO energy (alpha / beta): -21.0 / -22.3 eV.

Löwdin population analysis, charges in e, atoms 1 to 8: number 1, O, carries 0.09; number 2, C, carries 0.00; number 3, Os, carries 1.35; number 4, C, carries -0.16; number 5, O, carries 0.28; number 6, C, carries 0.03; number 7, O, carries 0.12; number 8, C, carries -0.20

No. 3
Formula: C10H5ClNO5Sc
Source: the OMol25 dataset
Level of theory: ωB97M-V/def2-TZVPD

Structure (XYZ):
```
23
Properties=species:S:1:pos:R:3:forces:R:3
O -0.725 2.003 -2.578 -0.5 -2.1 0.2
C -0.421 0.722 -2.963 0.0 -1.4 -2.6
Sc -0.650 1.353 -0.706 -0.2 -0.2 -0.3
C -2.043 1.961 1.034 -3.8 1.9 4.8
O -2.814 2.212 1.862 3.5 -1.3 -3.8
C -1.233 -0.482 -2.218 -1.3 -5.2 0.3
O -1.602 -1.641 -2.370 2.2 6.1 0.3
C 1.088 0.574 -2.447 1.3 -0.6 -1.1
O 2.105 0.336 -2.982 -1.9 0.4 0.9
C -2.854 0.598 -1.093 -5.0 0.3 -0.5
O -3.985 0.455 -1.308 4.6 0.2 0.7
H -0.698 0.222 -4.001 1.0 1.9 1.1
Cl 3.814 0.481 2.593 -0.6 -0.3 -0.3
C 2.305 -0.183 2.071 0.2 1.1 -0.8
C 1.775 -1.319 2.671 0.6 -0.3 0.0
C 0.587 -1.826 2.185 -0.6 0.0 -0.3
C -0.093 -1.161 1.164 0.3 0.0 0.7
N 0.367 -0.004 0.642 1.1 -0.2 -0.2
C 1.602 0.457 1.023 -0.4 -0.8 1.2
H 2.343 -1.838 3.456 -0.4 0.4 -0.3
H 0.159 -2.729 2.615 0.1 0.1 -0.2
H -1.034 -1.555 0.797 0.0 0.1 -0.1
H 2.006 1.364 0.554 -0.1 -0.3 0.1
```
Positions in Å, forces in eV/Å.

The total energy comes out at -2035.1818 a.u. The charge is +2. For the orbital gap (alpha / beta), the calculation gives 0.2470 / 0.2384 hartree. The relative energy (zero: lowest compared OMol25 entry of this formula, charge and spin) comes out at 22.9 kcal/mol. As for the HOMO energy (alpha / beta): -16.5 / -16.7 eV.

Löwdin population analysis, charges in e, atoms 1 to 8: number 1, O, carries -0.16; number 2, C, carries -0.35; number 3, Sc, carries 1.04; number 4, C, carries 0.06; number 5, O, carries 0.22; number 6, C, carries -0.14; number 7, O, carries 0.21; number 8, C, carries -0.07

No. 4
Formula: C10H68IO37PS
Source: the OMol25 dataset
Level of theory: ωB97M-V/def2-TZVPD

Structure (XYZ):
```
118
Properties=species:S:1:pos:R:3:forces:R:3
O 4.261 1.470 0.583 -0.5 0.3 0.0
C 3.057 1.442 0.418 1.1 0.1 0.3
O 2.263 0.749 1.269 -0.1 0.6 -0.4
C 2.389 2.196 -0.714 -1.1 -1.0 1.1
C 1.006 1.618 -0.892 0.5 -0.5 -0.3
C 0.856 0.367 -1.327 -0.4 0.3 0.2
C -0.486 -0.172 -1.516 0.0 -0.5 -0.6
O -0.703 -1.111 -2.276 0.1 0.4 0.7
C -1.639 0.471 -0.795 0.2 0.0 0.1
C -2.842 -0.412 -0.660 0.0 -0.4 -0.1
C -3.345 -0.649 0.744 -0.7 0.6 0.3
O -4.499 -0.510 1.064 0.6 -0.2 -0.1
I -1.892 -1.295 2.147 -0.1 0.0 -0.2
C -1.495 1.738 -0.382 -0.3 -0.1 -0.4
P -2.842 2.634 0.417 0.1 0.7 0.5
O -4.139 2.226 -0.385 0.0 -0.3 0.0
O -2.702 4.166 0.028 0.0 -0.2 0.0
S -2.900 2.354 2.322 -0.1 -0.2 -0.1
C -0.184 2.433 -0.581 0.2 0.6 0.0
O -0.079 3.644 -0.495 -0.1 -0.4 0.2
H 2.189 1.242 2.110 -0.1 -0.7 0.5
H 2.988 2.072 -1.589 0.3 0.1 -0.6
H 2.345 3.230 -0.394 0.0 0.2 -0.2
H 1.690 -0.259 -1.603 0.1 0.0 -0.2
H -2.537 -1.395 -1.015 0.0 -0.2 -0.1
H -3.659 -0.102 -1.301 -0.2 0.2 0.1
H -4.868 2.031 0.224 -0.2 0.1 -0.1
H -2.129 4.602 0.678 0.0 0.2 -0.1
O -6.151 3.281 2.127 0.1 0.0 -0.2
H -6.505 3.996 2.667 0.0 0.0 0.0
H -5.238 3.158 2.428 -0.1 -0.1 0.2
O -7.234 3.018 4.960 -0.1 0.0 -0.1
H -7.005 2.467 4.199 0.2 0.0 0.0
H -7.898 2.519 5.445 0.0 0.0 0.0
O -0.225 4.982 -3.133 0.0 0.0 0.0
H 0.725 5.133 -3.153 0.0 0.0 0.0
H -0.425 4.911 -2.192 0.0 -0.1 0.0
O 5.613 2.315 3.512 -0.1 0.1 0.1
H 5.502 1.359 3.549 0.0 0.0 0.0
H 5.251 2.540 2.650 0.1 -0.1 -0.1
O 1.407 0.858 3.814 0.3 -0.2 -0.1
H 0.491 0.581 3.924 -0.1 0.1 0.0
H 1.722 0.971 4.720 -0.1 0.3 0.0
O 1.767 2.943 5.915 0.3 0.0 0.0
H 2.613 3.177 5.519 0.0 0.1 0.0
H 1.105 3.353 5.349 -0.1 -0.2 0.0
O -6.746 -2.245 0.196 -0.1 -0.1 -0.1
H -6.398 -3.026 0.641 0.0 0.1 0.1
H -6.237 -1.501 0.536 0.1 -0.1 0.0
O 3.515 -1.440 -2.402 -0.5 0.0 -0.2
H 4.293 -1.249 -1.866 0.0 -0.1 0.1
H 3.764 -2.257 -2.854 0.4 0.1 0.0
O -2.732 5.416 3.236 0.1 0.1 0.0
H -2.886 6.192 3.788 -0.1 0.2 -0.1
H -3.601 5.181 2.894 0.0 -0.1 0.0
O 3.189 -0.356 -5.462 0.2 -0.3 -0.1
H 4.150 -0.382 -5.511 0.0 0.1 0.1
H 3.003 -0.435 -4.516 0.0 0.1 0.2
O -5.203 0.994 4.002 -0.1 -0.2 -0.1
H -5.020 0.478 3.206 0.0 0.0 0.0
H -5.826 0.460 4.507 0.1 -0.1 0.1
O 3.926 -3.178 -6.651 0.2 -0.1 0.1
H 3.754 -2.341 -6.203 -0.2 0.1 0.0
H 3.103 -3.412 -7.100 0.0 -0.1 0.0
O -2.723 8.459 4.280 0.1 -0.1 0.0
H -3.004 9.185 4.844 -0.1 0.0 0.0
H -1.797 8.323 4.503 0.0 0.0 0.0
O -6.503 -4.219 2.397 0.1 -0.1 0.1
H -6.598 -5.134 2.679 0.0 -0.1 0.0
H -7.367 -3.825 2.563 0.0 0.1 -0.1
O 1.371 -2.824 -0.901 0.2 0.0 0.1
H 2.169 -2.528 -1.363 0.0 0.0 -0.2
H 0.671 -2.378 -1.389 -0.2 -0.1 0.0
O 3.916 -2.166 0.662 -0.1 0.1 -0.1
H 3.738 -1.476 1.310 0.0 0.1 0.0
H 3.037 -2.400 0.333 0.0 0.0 0.2
O 1.686 -4.700 -7.855 0.0 0.0 -0.2
H 0.892 -5.091 -7.469 0.0 0.1 0.1
H 2.164 -5.442 -8.239 0.0 0.0 0.0
O 4.701 2.053 -3.438 0.0 0.0 -0.1
H 5.219 1.930 -4.239 0.0 0.0 0.0
H 5.345 2.287 -2.761 -0.1 0.0 0.1
O -3.587 -5.479 0.632 -0.2 0.1 0.1
H -4.285 -5.124 1.196 0.0 0.0 0.0
H -3.811 -5.165 -0.251 0.1 0.0 0.0
O 5.868 -2.886 -2.977 0.1 0.5 0.4
H 6.656 -2.707 -2.449 -0.1 -0.1 0.1
H 6.076 -3.704 -3.450 -0.2 0.0 -0.3
O 0.917 -5.004 -5.079 -0.1 0.0 0.0
H 1.149 -4.149 -5.457 0.0 0.0 0.1
H 1.754 -5.480 -5.056 0.0 0.0 0.1
O -4.242 -3.281 4.566 -0.1 0.2 -0.1
H -4.363 -4.234 4.572 0.1 0.0 0.1
H -4.706 -2.992 3.771 0.0 -0.1 0.0
O -0.960 1.947 5.001 -0.1 0.1 -0.1
H -1.584 2.289 5.650 0.0 0.0 0.0
H -1.284 2.270 4.148 0.0 0.1 0.1
O -2.618 -0.821 5.698 0.0 0.0 0.0
H -2.612 -0.044 5.129 0.0 0.0 0.0
H -3.111 -1.491 5.208 0.0 -0.1 0.1
O 8.288 -3.511 -1.383 0.1 0.0 0.0
H 9.244 -3.512 -1.482 0.0 0.0 0.0
H 8.133 -3.630 -0.440 -0.1 0.0 0.0
O 6.137 -4.646 -4.906 0.2 -0.4 -0.4
H 7.042 -4.542 -5.211 0.1 -0.1 0.0
H 5.592 -4.335 -5.643 -0.3 0.2 0.1
O -1.772 -3.143 -4.512 0.0 -0.1 0.0
H -1.374 -3.913 -4.092 0.0 -0.1 -0.1
H -1.251 -2.408 -4.175 0.0 0.1 0.1
O 3.550 4.436 0.812 0.1 0.2 0.2
H 4.011 3.684 1.200 0.1 0.0 -0.2
H 3.997 5.212 1.163 0.0 0.0 0.0
O 1.748 2.120 -3.521 0.0 0.3 -0.5
H 2.575 2.374 -3.952 0.0 -0.2 0.1
H 1.058 2.527 -4.059 -0.1 0.0 0.1
O -1.189 -4.369 1.928 -0.1 -0.2 0.0
H -0.511 -5.033 1.771 0.0 0.0 0.0
H -1.992 -4.721 1.510 0.2 0.0 0.0
```
Positions in Å, forces in eV/Å.

The total energy comes out at -4243.0685 a.u. For the orbital gap, the calculation gives 0.2678 hartree. As for the HOMO energy: -9.2 eV.

Löwdin population analysis, charges in e, atoms 1 to 8: number 1, O, carries 0.09; number 2, C, carries -0.47; number 3, O, carries 0.08; number 4, C, carries -0.02; number 5, C, carries -0.12; number 6, C, carries 0.08; number 7, C, carries -0.28; number 8, O, carries 0.09

- total energy of number 3 (C10H5ClNO5Sc)?
  -2035.1818 a.u.

- The highest total energy belongs to which entry?
  C10H5ClNO5Os

- Which of these has the lowest total energy?
  C10H68IO37PS